# 1
{"formula": "C3H2N2O3", "method": "wB97M-V/def2-TZVPD", "elements": ["O", "C", "O", "C", "N", "C", "N", "O", "H", "H"], "xyz": [[-2.640160, -0.133306, -0.351758], [-1.461588, -0.032236, 0.101236], [-0.751923, 1.187106, -0.227051], [0.520499, 1.307831, 0.098027], [1.391842, 0.326924, 0.054506], [0.990270, -1.010552, -0.449242], [-0.066042, -1.675706, -0.105137], [-0.693508, -0.786459, 1.021463], [0.893415, 2.297288, 0.803444], [1.817195, -1.480892, -0.945491]], "atomic_forces_ev_per_a": [[6.378, -0.017, 2.608], [-4.334, 0.725, -0.593], [-1.443, -0.546, 0.033], [3.434, -0.918, 3.098], [-1.742, -0.062, -0.943], [-0.151, 2.479, 2.040], [1.466, 1.270, 1.232], [-2.005, 0.104, -3.878], [-1.357, -2.602, -2.757], [-0.245, -0.433, -0.839]], "nbo_charge": [-0.51, 0.96, -0.52, 0.44, -0.51, 0.22, -0.12, -0.41, 0.22, 0.22], "total_energy_ha": -450.60722, "spin_multiplicity": 1, "smiles": "O=C1OC=NC=NO1", "orbital_gap_ev": 10.5773, "lumo_ev": -0.50}

=====

# 2
{"formula": "C3H2N2O3", "method": "wB97M-V/def2-TZVPD", "elements": ["N", "C", "C", "N", "O", "C", "O", "O", "H", "H"], "xyz": [[-1.901961, 2.022007, 0.151701], [-1.009729, 1.261883, 0.138821], [-0.089598, 0.270537, -0.266454], [-0.371216, -0.966225, -0.245787], [-1.755809, -0.937825, 0.070012], [1.492363, 0.554517, -0.133355], [1.757683, 1.718640, -0.138484], [2.258491, -0.573798, 0.320275], [-2.102268, -1.917731, -0.060512], [1.722045, -1.432001, 0.163785]], "atomic_forces_ev_per_a": [[2.256, -1.564, 0.454], [-2.737, 2.771, -1.143], [4.566, -1.267, 1.124], [-2.770, 0.769, 0.170], [-0.718, -4.657, -0.727], [-2.110, -0.767, 1.213], [1.520, -1.358, -0.018], [-2.066, 1.095, -1.741], [1.168, 2.849, 0.402], [0.893, 2.129, 0.266]], "nbo_charge": [-0.20, 0.21, 0.00, -0.06, -0.56, 0.79, -0.50, -0.69, 0.49, 0.51], "total_energy_ha": -450.64027, "spin_multiplicity": 1, "smiles": "N#C/C(=N\\O)C(=O)O", "orbital_gap_ev": 10.3347, "lumo_ev": -0.94}

=====

# 3
{"formula": "C3H2N2OS2", "method": "wB97M-V/def2-TZVPD", "elements": ["N", "C", "C", "S", "N", "C", "O", "S", "H", "H"], "xyz": [[2.902758, -0.795501, 0.942479], [1.972487, -0.627307, 0.208353], [0.902336, -0.176858, -0.687960], [0.319072, 1.477271, -0.512829], [-1.158578, 1.099276, 0.362934], [-1.669642, -0.203234, 0.213290], [-2.693156, -0.606081, 0.666963], [-0.658091, -1.219977, -0.844454], [1.230812, -0.189380, -1.761788], [-1.147998, 1.241787, 1.413015]], "atomic_forces_ev_per_a": [[-4.150, 0.514, -3.249], [3.621, -0.337, 3.161], [-0.415, -1.416, -2.030], [-1.491, 0.577, 1.142], [0.659, -0.026, 1.770], [0.292, 0.241, -1.023], [-0.238, 0.055, 0.440], [1.200, 0.153, 0.341], [0.312, -0.163, 1.073], [0.211, 0.402, -1.625]], "nbo_charge": [-0.26, 0.23, -0.64, 0.50, -0.79, 0.52, -0.53, 0.26, 0.30, 0.42], "total_energy_ha": -1096.60992, "spin_multiplicity": 1, "smiles": "N#C[C@@H]1SNC(=O)S1", "orbital_gap_ev": 9.8769, "lumo_ev": -0.13}

=====

# 4
{"formula": "C3H2N2S", "method": "wB97M-V/def2-TZVPD", "elements": ["S", "C", "C", "N", "N", "C", "H", "H"], "xyz": [[1.250666, 0.127684, 2.010655], [0.417888, 0.033872, 0.684583], [-0.922216, -0.654906, 0.384878], [-1.145284, -0.589670, -0.913096], [-0.117095, 0.292800, -1.602438], [0.727447, 0.581553, -0.712689], [-1.580321, -1.230296, 1.010959], [1.368914, 1.438963, -0.862852]], "atomic_forces_ev_per_a": [[0.672, 0.120, 1.037], [-1.900, -0.369, -2.110], [1.432, 0.921, -3.547], [0.256, -0.007, 1.876], [-1.113, -1.196, 1.300], [-0.180, 0.976, 1.245], [0.089, -0.022, 0.282], [0.743, -0.423, -0.085]], "nbo_charge": [0.25, -0.27, -0.02, -0.21, -0.20, 0.01, 0.23, 0.22], "total_energy_ha": -623.11504, "spin_multiplicity": 1, "smiles": "S=C1C=NN=C1", "orbital_gap_ev": 7.5217, "lumo_ev": -2.14}